Record 1
Molecular formula: C24H80N10O16
Method: DFT, ωB97M-V/def2-TZVPD

Output
HOMO level = -0.287 Eh
net charge = 0
LUMO = -0.01 eV

Positions of all 130 atoms, in Å:
C -12.683 -6.668 3.676
C -12.082 -5.321 4.178
O -12.126 -5.137 5.591
H -13.715 -6.618 3.696
H -12.420 -7.532 4.254
H -12.441 -6.756 2.569
H -12.603 -4.464 3.758
H -11.007 -5.202 3.958
H -11.376 -5.527 5.989
C -14.971 -6.513 -2.533
C -15.437 -7.930 -2.437
O -16.731 -7.861 -2.820
H -14.001 -6.320 -2.206
H -15.562 -5.895 -1.884
H -14.917 -6.152 -3.543
H -15.420 -8.174 -1.386
H -14.801 -8.747 -2.888
H -16.795 -7.766 -3.733
C -16.520 -7.765 1.305
C -17.489 -6.968 0.452
O -18.147 -6.018 1.204
H -15.911 -8.529 0.745
H -16.904 -8.245 2.162
H -15.738 -7.069 1.569
H -18.212 -7.577 -0.102
H -16.974 -6.480 -0.339
H -18.884 -6.468 1.676
C -18.051 -4.701 -3.239
C -19.157 -5.623 -2.723
O -19.542 -6.470 -3.753
H -17.267 -5.309 -3.758
H -17.540 -4.143 -2.396
H -18.350 -4.012 -3.908
H -20.015 -5.043 -2.596
H -18.836 -6.195 -1.838
H -20.109 -7.195 -3.462
C -18.109 -8.963 5.017
C -18.644 -10.398 5.092
O -19.962 -10.375 5.503
H -18.673 -8.268 4.445
H -17.174 -8.924 4.577
H -17.972 -8.523 6.013
H -18.095 -11.136 5.627
H -18.685 -10.771 4.085
H -20.053 -10.243 6.421
C -18.036 -11.058 1.332
C -19.577 -11.455 1.475
O -20.185 -12.012 0.333
H -17.536 -11.870 0.858
H -17.585 -10.719 2.305
H -17.989 -10.152 0.656
H -20.084 -10.521 1.837
H -19.623 -12.248 2.272
H -21.064 -12.335 0.622
C -18.362 -1.162 0.288
C -17.726 -2.551 0.579
O -18.475 -3.315 1.436
H -19.374 -1.298 -0.006
H -17.819 -0.501 -0.426
H -18.418 -0.647 1.199
H -16.863 -2.324 1.164
H -17.438 -3.103 -0.287
H -18.270 -4.262 1.277
C -14.302 -11.792 -1.474
C -15.073 -11.327 -0.314
O -14.156 -10.511 0.439
H -14.840 -12.649 -1.893
H -13.360 -12.249 -1.206
H -14.249 -10.997 -2.254
H -15.504 -12.099 0.247
H -15.934 -10.780 -0.632
H -14.554 -10.189 1.258
C -14.404 -4.188 1.011
O -14.875 -4.894 2.125
N -14.388 -2.876 0.987
N -14.010 -4.721 -0.081
H -14.636 -2.558 1.912
H -13.581 -2.330 0.567
H -14.227 -5.759 -0.136
H -14.075 -4.330 -1.015
C -21.347 -8.479 -1.613
O -20.698 -8.826 -0.374
N -20.789 -8.665 -2.785
N -22.581 -7.991 -1.729
H -19.780 -9.056 -2.668
H -21.290 -8.922 -3.714
H -23.221 -7.959 -0.950
H -23.121 -7.985 -2.597
C -16.744 -5.613 5.003
O -17.319 -5.701 6.234
N -17.394 -5.636 3.888
N -15.528 -5.287 4.797
H -18.287 -6.039 3.978
H -17.044 -5.566 2.921
H -14.855 -5.181 5.570
H -15.121 -5.162 3.859
C -18.013 -10.817 -2.337
O -16.966 -10.790 -3.200
N -18.499 -9.679 -1.860
N -18.559 -11.853 -1.771
H -17.801 -9.008 -2.104
H -19.158 -9.622 -1.048
H -17.945 -12.629 -1.894
H -19.090 -11.758 -0.907
C -12.312 -8.031 -0.765
O -13.198 -7.640 0.214
N -11.503 -7.230 -1.342
N -12.259 -9.194 -1.267
H -11.389 -6.295 -0.908
H -10.953 -7.500 -2.183
H -13.000 -9.828 -0.839
H -11.471 -9.653 -1.748
C -20.359 -7.933 2.423
O -20.229 -6.646 2.920
H -20.465 -8.569 3.353
H -19.493 -8.241 1.853
H -21.209 -8.021 1.802
H -21.092 -6.413 3.245
C -14.362 -9.304 3.500
O -15.174 -10.385 3.111
H -13.635 -9.030 2.690
H -13.693 -9.559 4.326
H -14.982 -8.446 3.677
H -14.706 -11.123 3.506
C -21.151 -5.305 -0.108
O -22.251 -5.316 -1.010
H -20.683 -6.333 -0.196
H -21.503 -5.156 0.921
H -20.366 -4.537 -0.433
H -22.472 -6.187 -1.231

Mulliken atomic charge list, values in e, 2 entries: 0.577 -0.592

Record 2
Molecular formula: C24H92F2N45O28S2Sn
Method: DFT, ωB97M-V/def2-TZVPD

Output
HOMO level = -0.192 Eh
net charge = -1
LUMO = -0.78 eV

Positions of all 194 atoms, in Å:
Sn 3.222 1.624 2.715
N 0.880 0.980 0.867
S 0.570 1.434 -0.604
O -0.830 1.583 -0.971
O 1.410 0.876 -1.637
F 1.133 2.950 -0.449
S 0.069 -0.508 0.688
O 0.420 -1.394 -0.395
O -1.333 -0.477 1.044
F 0.654 -1.327 1.908
O 4.097 4.137 0.870
C 4.856 3.730 -0.248
C 4.719 2.202 -0.887
O 5.671 1.169 -0.485
H 5.919 3.968 -0.213
H 4.610 4.309 -1.138
H 4.788 2.308 -1.970
H 3.679 1.924 -0.715
C 1.063 0.552 -7.789
O 1.557 1.064 -8.754
N -0.089 -0.119 -7.632
N 1.735 0.464 -6.662
H -0.537 -0.444 -8.476
H -0.378 -0.423 -6.713
H 1.576 -0.343 -6.077
H 2.664 0.849 -6.759
C 1.035 5.998 -3.780
O -0.099 5.952 -3.302
N 1.459 5.090 -4.532
N 1.782 7.061 -3.856
H 1.979 5.426 -5.330
H 0.979 4.212 -4.395
H 1.458 7.983 -3.603
H 2.619 7.136 -4.416
C -4.453 0.420 -0.259
O -5.058 0.908 -1.184
N -4.559 -0.812 0.047
N -3.728 1.045 0.599
H -4.104 -1.125 0.893
H -5.247 -1.394 -0.409
H -2.806 0.639 0.668
H -3.907 2.039 0.601
C 3.871 -1.897 0.923
O 4.281 -1.310 1.934
N 4.091 -1.458 -0.288
N 3.035 -2.914 0.853
H 4.788 -0.729 -0.331
H 3.825 -1.962 -1.123
H 2.535 -3.109 1.709
H 2.789 -3.423 0.016
C 7.476 1.778 -3.990
O 8.140 1.964 -4.978
N 7.654 2.408 -2.903
N 6.459 0.972 -3.916
H 7.263 2.124 -2.016
H 8.444 3.035 -2.955
H 6.019 0.624 -4.755
H 5.914 0.792 -3.084
C -0.031 3.947 2.926
O 0.943 3.574 3.509
N -0.657 5.028 3.163
N -0.609 3.095 2.101
H -0.220 5.615 3.859
H -1.569 5.224 2.776
H -1.464 3.264 1.591
H -0.144 2.221 1.900
C -3.605 -2.577 2.929
O -4.169 -1.517 2.819
N -2.877 -2.862 3.973
N -3.516 -3.572 2.067
H -2.667 -2.168 4.676
H -1.988 -3.234 3.669
H -2.911 -4.343 2.311
H -4.072 -3.450 1.233
C -1.642 -7.695 2.443
O -1.989 -7.649 3.579
N -1.937 -8.595 1.560
N -1.179 -6.655 1.778
H -2.639 -9.286 1.783
H -1.678 -8.397 0.605
H -0.926 -5.848 2.330
H -1.387 -6.503 0.802
C 3.600 -1.217 -3.858
O 3.465 -2.169 -3.095
N 3.160 -0.026 -3.640
N 4.189 -1.270 -5.012
H 3.067 0.789 -4.230
H 2.873 0.140 -2.687
H 4.421 -2.202 -5.324
H 3.987 -0.464 -5.586
C -0.344 -1.512 -4.166
O -0.897 -1.479 -5.254
N -0.538 -0.575 -3.361
N 0.364 -2.459 -3.634
H -1.148 0.185 -3.624
H -0.160 -0.581 -2.424
H 0.474 -3.329 -4.135
H 0.872 -2.264 -2.783
C -2.583 3.019 -7.002
O -3.012 1.925 -6.995
N -3.143 3.919 -7.732
N -1.499 3.576 -6.391
H -3.841 3.546 -8.360
H -2.658 4.791 -7.894
H -1.217 3.066 -5.567
H -1.446 4.578 -6.278
C 3.614 -2.163 7.091
O 3.348 -1.875 8.209
N 3.754 -3.404 6.735
N 3.471 -1.336 6.113
H 3.730 -4.106 7.460
H 3.875 -3.590 5.750
H 3.723 -1.698 5.205
H 3.298 -0.384 6.403
C -2.933 4.791 0.060
O -2.889 3.925 0.831
N -2.047 5.673 -0.105
N -3.983 4.888 -0.742
H -2.381 6.495 -0.587
H -1.251 5.726 0.515
H -4.585 4.092 -0.894
H -4.049 5.616 -1.439
C 0.680 -4.435 3.108
O -0.417 -4.252 2.815
N 1.517 -3.534 3.428
N 1.183 -5.655 3.236
H 2.442 -3.735 3.782
H 1.154 -2.592 3.461
H 2.183 -5.788 3.290
H 0.512 -6.408 3.178
C 4.157 -5.315 -1.334
O 2.970 -5.166 -1.299
N 4.902 -6.035 -0.620
N 4.892 -4.535 -2.079
H 5.853 -5.705 -0.539
H 4.512 -6.610 0.113
H 5.894 -4.542 -1.950
H 4.373 -3.711 -2.348
C -4.100 2.318 4.176
O -4.492 2.271 5.253
N -4.050 3.344 3.383
N -3.713 1.367 3.450
H -3.308 3.492 2.714
H -4.405 4.137 3.898
H -3.691 1.560 2.459
H -3.589 0.480 3.917
C 1.556 6.808 0.392
O 1.028 7.928 0.432
N 1.382 5.915 -0.505
N 2.295 6.367 1.393
H 0.843 6.117 -1.335
H 1.704 4.974 -0.327
H 2.931 5.636 1.106
H 2.506 6.974 2.172
C -7.722 -0.171 3.193
O -8.869 -0.207 2.975
N -7.193 0.195 4.325
N -6.822 -0.557 2.303
H -6.183 0.209 4.321
H -7.871 0.712 4.867
H -5.879 -0.604 2.663
H -7.041 -0.716 1.330
C 0.078 -0.347 5.086
O 0.805 0.124 4.226
N -1.153 -0.188 5.132
N 0.446 -1.028 6.149
H -1.700 -0.216 5.980
H -1.479 0.332 4.330
H -0.272 -1.264 6.820
H 1.444 -1.148 6.246
C -3.190 -3.616 -1.572
O -4.099 -3.930 -0.805
N -1.956 -4.116 -1.686
N -3.209 -2.603 -2.428
H -1.620 -4.860 -1.091
H -1.411 -3.396 -2.139
H -3.940 -1.910 -2.354
H -2.360 -2.342 -2.909
C -3.437 1.627 -3.628
O -3.088 0.519 -3.799
N -2.851 2.558 -2.869
N -4.432 2.213 -4.199
H -3.476 3.318 -2.643
H -2.075 2.267 -2.291
H -4.582 3.208 -4.110
H -4.972 1.769 -4.928
C -1.115 -4.499 6.585
O -2.167 -4.260 7.242
N -1.085 -5.310 5.521
N 0.072 -4.022 6.903
H -0.261 -5.249 4.940
H -1.955 -5.467 5.033
H 0.807 -3.711 6.284
H 0.305 -3.799 7.860

Mulliken atomic charge list, values in e, 2 entries: 1.466 0.299

Number 1: gap between HOMO and LUMO 7.79 eV. Number 2: gap between HOMO and LUMO 4.44 eV.